Formula: C32H44BrN3P2Pb
Source: OMol25
Level of theory: wB97M-V/def2-TZVPD

Structure (XYZ):
```
83
Properties=species:S:1:pos:R:3:forces:R:3
Pb -0.441769 0.241155 0.283177 0.654 0.582 -1.195
Br -1.713859 -0.597697 7.643619 -0.093 -0.502 -1.850
P 2.221436 0.251222 1.127922 0.754 -0.025 0.828
P 0.035266 0.133753 -2.559409 -0.143 -0.385 -2.285
N -1.025946 2.564052 0.444849 0.569 -0.569 -0.206
N -1.618848 -4.773255 -3.003066 -0.163 -0.346 0.071
N -1.214818 4.753190 0.483104 0.042 -0.218 -0.024
C -2.206495 -2.294562 5.379397 -0.242 -0.864 -0.861
C -2.347410 2.869290 0.808163 0.203 -0.270 0.009
C -2.476284 4.249839 0.844270 0.281 0.167 -0.067
C -1.636589 0.324722 -4.913794 0.207 0.159 -0.507
C -1.610494 -2.096168 1.728602 0.008 -0.355 -0.652
C -0.562571 -4.859877 -2.193639 0.033 0.421 0.151
C 2.388572 -1.236005 2.193806 -0.620 -0.216 -0.053
C 3.533096 0.186917 -0.151004 -0.551 -0.161 -0.805
C -1.689840 -1.674451 3.090355 0.010 -0.128 -0.195
C 0.895846 -1.914571 -4.441394 -0.298 -0.052 -0.550
C -0.494176 -4.179669 -0.978385 -0.123 -0.009 0.310
C 1.133906 -1.255784 -3.082206 0.453 -0.210 1.154
C -1.294236 -0.079338 4.878257 0.365 0.520 -1.502
C 0.757667 1.669994 -3.273965 -0.112 0.648 1.037
C 3.803334 -1.795273 2.360825 0.397 -0.072 0.095
C -4.756730 4.026253 1.497877 0.704 0.600 -0.194
C 1.539258 1.562673 -4.582051 0.207 -0.320 -0.498
C -3.670326 4.867341 1.190762 -0.664 -0.196 0.180
C -3.413940 2.022270 1.108356 -0.264 0.314 0.144
C -1.280957 -0.402034 3.527468 0.169 0.678 1.009
C -2.171886 -2.607708 4.026138 -0.239 -0.367 1.044
C 2.501270 1.736911 2.166735 -0.586 0.363 -0.201
C -2.728178 -3.350295 -1.435674 -0.087 0.011 0.372
C 4.897994 0.747542 0.249042 0.382 0.167 0.306
C -0.384343 3.724676 0.249243 -0.777 -0.035 0.255
C -1.652369 -2.809857 0.720489 0.235 0.918 0.124
C -1.630430 -3.453778 -0.552604 0.165 0.009 -0.569
C 3.477381 1.580882 3.331487 0.368 -0.061 0.264
C -1.744981 -1.034923 5.792139 -0.111 0.230 2.396
C -1.546303 -0.138531 -3.461965 -0.608 -0.048 0.982
C -2.688186 -4.069193 -2.629259 0.253 0.288 0.160
C -4.628645 2.627599 1.456906 0.511 -0.487 -0.159
H -5.492358 2.008377 1.699386 0.238 0.174 -0.086
H 5.557748 0.709353 -0.628549 -0.209 0.022 0.212
H -3.550026 -4.061687 -3.299087 0.303 0.009 0.058
H 0.999973 -1.217316 -5.286819 -0.028 -0.246 0.392
H -2.655794 0.131837 -5.273013 0.214 0.051 0.163
H 5.380765 0.157193 1.042318 -0.234 0.230 -0.285
H 1.951199 2.553333 -4.817386 -0.117 -0.221 0.142
H -0.941457 0.360635 2.823363 -0.135 -0.184 0.302
H -2.574949 -3.018669 6.101633 0.069 0.129 -0.082
H -2.500284 -3.581787 3.660608 0.046 0.246 0.283
H 3.133928 0.743043 -1.020147 0.221 -0.150 0.231
H 1.949028 -0.995883 3.175984 0.059 0.037 -0.295
H 4.259280 -2.062069 1.396153 -0.130 0.070 0.347
H 1.653806 -2.700079 -4.579399 -0.185 0.255 0.127
H 4.504479 1.374037 2.997002 -0.395 0.044 0.108
H 0.652176 3.842470 -0.069018 -0.418 -0.020 0.179
H 1.729532 -2.003862 1.747344 0.245 0.158 0.143
H -0.076693 2.378308 -3.388949 0.137 -0.162 0.145
H 2.385978 0.867203 -4.515922 -0.218 0.181 -0.014
H -0.966441 5.734892 0.409134 -0.025 -0.162 -0.021
H -0.951675 0.893160 5.214626 -0.096 -0.098 0.023
H 0.417575 -4.203982 -0.377288 -0.384 -0.240 -0.045
H -0.086016 -2.407587 -4.503691 0.299 0.213 0.022
H 1.507542 2.036514 2.544614 0.287 -0.042 -0.051
H 3.625871 -0.862921 -0.474129 -0.132 0.260 0.099
H 1.408036 2.082772 -2.483803 -0.083 0.043 -0.267
H 3.742173 -2.712175 2.964121 0.036 0.251 -0.206
H -0.956939 -0.220042 -5.582165 -0.207 0.179 0.275
H 1.026744 -2.017948 -2.290563 0.128 0.093 -0.239
H 4.471827 -1.101029 2.893356 -0.283 -0.239 -0.245
H 3.502038 2.526884 3.889014 -0.002 -0.255 -0.138
H -5.718898 4.459512 1.771876 0.319 -0.059 -0.090
H -2.311191 0.383851 -2.862307 0.069 -0.148 -0.227
H -3.731019 5.953106 1.214465 -0.235 -0.216 0.047
H -1.775478 -1.211344 -3.384755 0.089 0.189 0.093
H -1.452568 1.400430 -5.026547 -0.071 -0.268 0.044
H 4.836285 1.796359 0.571873 0.063 -0.321 -0.113
H 3.166169 0.793113 4.031676 0.112 0.223 -0.207
H -3.582303 -2.712875 -1.198476 0.125 -0.417 0.060
H 2.168523 -0.883355 -3.019927 -0.261 -0.047 0.085
H -3.268210 0.937349 1.064838 -0.339 0.225 0.077
H 0.910883 1.269958 -5.434842 0.182 0.055 0.373
H 2.822828 2.548574 1.494108 -0.090 -0.234 0.114
H 0.273502 -5.484966 -2.515283 -0.249 0.216 -0.049
```
Forces are in eV/Å.

Calculated values
Net charge: +4
E_HOMO (spin up / spin down): -18.73 / -18.75 eV
HOMO-LUMO gap (spin up / spin down): 3.824 / 3.935 eV



Formula: C32H44Ge3KN3O
Source: OMol25
Level of theory: wB97M-V/def2-TZVPD

Structure (XYZ):
```
84
Properties=species:S:1:pos:R:3:forces:R:3
Ge -1.844260 2.757587 -1.139041 -0.196 0.047 0.029
Ge -1.001929 -2.474639 -1.380318 -0.145 0.189 -0.369
Ge 2.843976 0.179825 -0.689280 0.211 -0.125 -0.515
K 0.412926 1.348332 0.892137 -0.186 0.146 -0.465
O -0.921259 1.276048 2.866435 -0.342 -0.113 0.553
N 0.941311 -0.065520 3.083911 -0.008 0.054 0.363
N 0.962515 -0.275578 5.344397 0.016 0.041 0.017
N 2.690408 -1.242712 4.091164 0.019 0.013 0.002
C -2.702747 -2.311014 -0.441882 0.218 -0.206 0.126
C -4.364105 3.002399 -4.513483 0.005 -0.001 -0.004
C 2.718725 2.162180 -0.820923 0.062 0.064 -0.036
C 0.196956 5.852739 0.803248 0.001 -0.010 0.009
C 1.561577 -0.541086 4.181264 0.061 -0.096 -0.098
C 0.444446 -0.522844 -5.055389 0.009 -0.001 0.031
C -0.838178 4.382210 -0.813889 -0.087 -0.141 -0.057
C 1.150921 -0.498731 -3.860233 0.085 -0.093 -0.048
C -0.944973 -0.507707 -2.674024 -0.048 -0.290 0.232
C -0.345886 5.187806 -1.842026 0.037 0.016 0.009
C 4.351393 -0.491899 -1.768025 -0.095 0.027 0.013
C -0.126102 0.647390 3.555172 -0.175 -0.023 0.242
C -1.649717 -0.517332 -3.888000 0.019 0.066 -0.086
C -0.950692 -0.543501 -5.076646 -0.029 -0.001 0.008
C 1.149727 -0.712971 -1.340609 0.138 0.102 -0.177
C -0.180901 0.571501 5.071892 -0.003 -0.030 -0.018
C 0.671889 6.652119 -0.227236 0.005 0.000 0.000
C 4.286719 -1.987985 -2.060935 0.006 0.011 0.026
C -5.535344 2.406160 -4.063245 -0.003 -0.005 -0.001
C -3.275833 3.124529 -3.662966 0.001 -0.030 -0.025
C -3.353469 2.663124 -2.347360 0.208 0.040 0.040
C -0.555073 4.722134 0.512647 0.048 -0.011 -0.015
C 1.477734 -0.532419 6.676671 -0.007 -0.027 -0.003
C 0.567518 -1.645121 -0.581135 -0.201 -0.324 0.417
C -2.995439 -0.942028 0.163744 0.001 -0.027 -0.031
C -5.620369 1.936675 -2.759734 0.008 0.000 0.016
C 2.309834 2.645440 -2.215816 -0.014 -0.085 -0.028
C 0.473093 -0.523815 -2.649283 0.022 0.225 -0.021
C -0.289153 -5.186078 -1.600673 0.002 -0.043 -0.039
C -4.533863 2.062129 -1.904916 0.001 -0.004 -0.021
C 0.397022 6.321095 -1.548518 -0.004 -0.013 -0.004
C -0.747604 -4.034604 -2.512323 0.100 0.058 0.176
H 0.393560 6.121458 1.833038 -0.001 0.004 -0.001
H -1.119822 0.129563 5.408401 0.004 -0.005 0.009
H 5.271635 -0.232449 -1.243395 -0.003 0.000 0.012
H 0.688193 -4.985518 -1.159546 -0.013 0.004 0.023
H -0.079676 1.563597 5.516500 0.006 0.004 -0.010
H -2.730363 -0.440525 -3.886305 -0.001 -0.028 0.031
H -3.913630 -0.980922 0.749120 0.000 0.029 0.012
H 2.132959 0.271268 7.016758 0.007 -0.007 0.000
H 4.355036 0.093224 -2.693981 -0.018 0.007 0.017
H 0.988979 -0.532320 -5.990765 0.003 0.008 -0.001
H -2.637563 -3.061829 0.354343 -0.019 -0.029 -0.006
H 2.234194 -0.511495 -3.871519 -0.020 0.025 -0.011
H 2.341297 3.734403 -2.266517 0.006 0.001 0.016
H -1.479022 -0.541424 -6.019716 0.009 -0.018 -0.010
H 3.202292 -1.542947 4.900960 0.002 -0.001 -0.004
H 0.000178 -3.823202 -3.275912 -0.022 0.044 -0.028
H -2.199306 -0.609988 0.835937 -0.009 -0.001 -0.016
H -6.385727 2.316848 -4.726025 0.002 0.000 -0.002
H 0.639959 -0.619999 7.364299 0.000 0.007 0.004
H 2.015118 -1.478932 6.702822 -0.010 -0.005 0.003
H -2.367613 3.588116 -4.030311 -0.001 0.010 0.000
H -4.618731 1.717358 -0.880516 -0.014 0.003 0.006
H 5.114209 -2.291009 -2.701936 0.002 -0.007 0.003
H -2.282288 2.221150 0.252374 -0.007 0.011 -0.029
H -0.959515 4.126827 1.326996 -0.013 0.017 0.012
H 3.722259 2.514128 -0.572256 0.004 -0.001 -0.017
H 2.979329 2.257997 -2.985695 -0.018 0.001 -0.006
H -0.203152 -6.106733 -2.176827 0.006 0.016 -0.016
H -4.302438 3.377480 -5.526615 -0.001 0.002 0.001
H -0.545684 4.939751 -2.877869 -0.011 0.009 -0.001
H -0.999462 -5.384546 -0.795337 0.011 0.011 0.006
H 3.359076 -2.264113 -2.567462 0.005 -0.008 0.002
H 1.246866 7.540152 -0.001438 0.004 -0.001 -0.001
H 1.290771 2.338062 -2.465887 0.009 0.000 -0.009
H 2.062544 2.613215 -0.072469 0.341 0.130 -0.183
H -3.495835 -2.658316 -1.105251 -0.002 0.073 -0.048
H -1.492848 -0.218911 -1.774612 0.103 0.153 -0.068
H -1.688560 -4.279672 -3.003077 -0.021 0.081 -0.026
H -6.538233 1.487742 -2.403343 -0.002 0.001 -0.003
H 0.934196 -1.909630 0.406114 -0.014 0.074 0.067
H 4.348796 -2.576601 -1.144824 -0.007 -0.010 -0.003
H 0.759901 6.950832 -2.350230 -0.003 0.002 0.001
H 3.105800 -1.362271 3.184790 0.000 -0.010 0.003
H -3.139875 -0.179260 -0.603593 -0.035 0.004 0.022
```
Forces are in eV/Å.

Calculated values
Net charge: +2
E_HOMO (spin up / spin down): -12.95 / -11.75 eV
Energy relative to the best compared isomer or geometry (same formula, charge and spin): 0.0 kcal/mol
HOMO-LUMO gap (spin up / spin down): 7.091 / 5.459 eV